No. 1
6
Properties=species:S:1:pos:R:3:nbo_charge:R:1 method="wB97M-V/def2-TZVPD" smiles=O.O homo_energy_ev=-11.5 mol_weight_g_mol=36.03 total_charge=0 de_lowest_kj_mol=31.3 lumo_energy_ev=0.7064
O 1.378 -0.127 -1.008 -0.944
H 1.442 0.726 -0.465 0.478
H 1.644 -0.840 -0.348 0.468
O -1.498 0.421 0.513 -0.946
H -2.177 0.020 0.978 0.466
H -0.790 -0.200 0.330 0.478

***

No. 2
29
Properties=species:S:1:pos:R:3:nbo_charge:R:1 method="wB97M-V/def2-TZVPD" homo_energy_ev=-15.4 mol_weight_g_mol=583.84 total_charge=+2 de_lowest_kj_mol=145.9 lumo_energy_ev=-9.2355
Ta 0.104 0.124 -0.350 2.197
N 0.265 -0.326 2.273 -0.868
C -0.951 -0.844 2.982 -0.211
C -1.650 -1.946 2.173 -0.528
C -1.961 -1.316 0.856 0.787
O -2.903 -0.635 0.599 -0.465
O -0.893 -1.348 -0.034 -0.724
H 0.961 -1.070 2.274 0.407
H 0.658 0.422 2.841 0.419
H -1.633 -0.010 3.141 0.229
H -0.674 -1.249 3.955 0.240
H -2.575 -2.236 2.665 0.294
H -1.004 -2.815 2.048 0.252
Cl 6.879 2.456 -0.848 0.171
C 5.433 1.581 -0.746 -0.064
C 4.226 2.271 -0.533 -0.106
Cl 4.170 3.964 -0.367 0.146
C 3.077 1.519 -0.459 -0.029
Cl 1.485 2.220 -0.240 0.173
C 3.053 0.127 -0.548 0.179
O 1.837 -0.444 -0.430 -0.671
C 4.245 -0.553 -0.755 -0.069
Cl 4.217 -2.247 -0.888 0.139
C 5.435 0.183 -0.865 -0.063
Cl 6.895 -0.639 -1.141 0.165
Cl -1.650 1.614 -0.998 0.188
C -0.848 0.643 -2.263 -0.751
H -0.406 1.289 -3.016 0.278
H -1.565 -0.042 -2.708 0.285

***

no.,E_tot (hartree)
1,-152.86302
2,-3483.93771